Record 1
The following is a DFT calculation (ωB97M-V with the def2-TZVPD basis set) of a cluster of 14 separate species, C52H141N11O14 in total in a non-equilibrium geometry.

Element x y z (Å)
C -6.343 -2.292 2.511
O -6.300 -1.992 3.916
H -7.232 -2.853 2.223
H -6.343 -1.315 2.028
H -5.475 -2.871 2.197
H -6.903 -1.295 4.185
C -0.845 0.294 0.578
O -0.463 -0.296 -0.645
H -1.915 0.304 0.789
H -0.406 -0.272 1.399
H -0.481 1.321 0.573
H -0.441 -1.242 -0.479
C -3.251 -1.133 4.534
O -4.078 -1.600 5.575
H -3.768 -0.298 4.063
H -2.283 -0.832 4.936
H -3.054 -1.972 3.867
H -4.919 -1.912 5.233
C 1.895 -4.211 3.427
C 1.700 -2.781 3.578
C 2.415 -2.099 2.363
O 2.581 -0.697 2.636
C 3.108 0.037 1.507
N 0.252 -2.636 3.555
H 1.806 -4.581 2.405
H 1.226 -4.767 4.084
H 2.870 -4.504 3.818
H 2.038 -2.486 4.572
H 1.928 -2.157 1.390
H 3.426 -2.489 2.241
H 4.117 -0.371 1.446
H 3.114 1.080 1.822
H 2.587 0.020 0.550
H 0.089 -1.640 3.588
H -0.138 -3.104 4.361
C 4.233 3.449 2.735
C 5.078 4.149 1.719
C 4.962 3.568 0.307
O 5.465 2.242 0.266
C 5.028 1.443 -0.835
N 4.617 5.480 1.664
H 4.667 2.449 2.749
H 3.181 3.357 2.465
H 4.235 3.820 3.760
H 6.144 4.139 1.945
H 5.614 4.141 -0.353
H 3.959 3.674 -0.106
H 3.943 1.343 -0.804
H 5.473 0.449 -0.788
H 5.286 1.840 -1.817
H 5.186 5.909 0.949
H 3.720 5.528 1.202
C -4.814 2.267 -0.602
C -6.268 2.316 -0.947
C -6.866 0.897 -0.718
O -8.151 0.604 -1.287
C -8.156 0.740 -2.689
N -6.889 3.270 -0.091
H -4.378 1.446 -1.171
H -4.602 2.168 0.463
H -4.320 3.194 -0.894
H -6.505 2.534 -1.988
H -6.954 0.728 0.355
H -6.145 0.164 -1.079
H -7.447 -0.016 -3.027
H -8.089 1.694 -3.213
H -9.083 0.262 -3.005
H -7.891 3.150 -0.047
H -6.651 3.091 0.874
C -2.955 -2.802 0.499
C -1.822 -3.500 -0.222
C -1.700 -2.993 -1.731
O -2.647 -3.710 -2.489
C -2.604 -3.365 -3.927
N -0.637 -3.073 0.431
H -3.923 -2.865 0.003
H -2.854 -1.719 0.574
H -3.119 -3.087 1.538
H -1.849 -4.589 -0.259
H -0.667 -3.110 -2.060
H -1.969 -1.938 -1.794
H -1.657 -3.675 -4.367
H -2.665 -2.290 -4.095
H -3.283 -3.896 -4.595
H -0.776 -2.907 1.417
H 0.190 -3.636 0.293
C -2.736 0.733 -3.561
C -1.508 0.333 -4.456
C -1.050 1.220 -5.600
O -2.096 1.260 -6.567
C -1.703 1.912 -7.789
N -0.418 0.118 -3.577
H -2.666 1.686 -3.037
H -2.827 0.012 -2.749
H -3.667 0.637 -4.121
H -1.720 -0.669 -4.828
H -0.301 0.612 -6.108
H -0.593 2.155 -5.278
H -0.773 1.495 -8.177
H -1.521 2.967 -7.583
H -2.472 1.785 -8.551
H 0.172 0.935 -3.511
H -0.728 -0.059 -2.633
C -2.960 5.416 2.908
C -4.001 4.423 2.273
C -4.756 3.601 3.414
O -5.337 2.510 2.732
C -6.146 1.646 3.529
N -4.882 5.082 1.304
H -2.078 4.880 3.259
H -3.468 5.851 3.769
H -2.693 6.165 2.162
H -3.472 3.707 1.643
H -5.520 4.232 3.868
H -3.988 3.328 4.138
H -7.100 2.124 3.748
H -5.674 1.197 4.403
H -6.456 0.798 2.917
H -5.284 4.335 0.756
H -4.499 5.843 0.762
C 1.381 -6.873 -0.115
C 1.639 -5.852 -1.191
C 0.453 -5.688 -2.196
O 0.255 -6.859 -2.982
C -0.927 -6.760 -3.865
N 1.799 -4.573 -0.608
H 2.389 -7.099 0.231
H 0.906 -7.752 -0.551
H 0.783 -6.446 0.691
H 2.494 -6.018 -1.846
H 0.565 -4.832 -2.862
H -0.422 -5.393 -1.617
H -1.019 -7.557 -4.603
H -1.108 -5.794 -4.336
H -1.869 -6.920 -3.341
H 2.774 -4.639 -0.351
H 1.622 -3.839 -1.278
C 0.699 2.689 3.530
C 0.217 1.680 4.569
C -1.293 1.932 4.813
O -1.663 3.283 5.053
C -1.113 3.712 6.314
N 0.414 0.313 4.173
H 0.075 2.591 2.641
H 1.724 2.456 3.240
H 0.655 3.728 3.857
H 0.619 1.814 5.573
H -1.695 1.336 5.632
H -1.854 1.626 3.930
H -1.430 3.057 7.125
H -1.524 4.711 6.461
H -0.028 3.813 6.355
H 1.306 0.124 3.738
H 0.445 -0.309 4.968
C 4.045 1.282 5.601
C 5.044 0.120 5.258
C 6.146 -0.084 6.293
O 7.102 -0.842 5.584
C 8.094 -1.259 6.522
N 4.163 -0.987 5.047
H 3.497 1.023 6.507
H 3.375 1.423 4.753
H 4.484 2.276 5.686
H 5.489 0.572 4.372
H 5.721 -0.529 7.193
H 6.673 0.808 6.632
H 8.856 -1.834 5.996
H 7.704 -1.952 7.267
H 8.544 -0.432 7.071
H 3.686 -0.866 4.165
H 4.755 -1.791 4.897
C -0.386 5.104 0.323
C 1.071 5.132 -0.006
C 1.411 5.127 -1.476
O 1.201 3.820 -2.071
C 1.989 3.544 -3.289
N 1.769 6.306 0.616
H -0.741 5.418 1.305
H -0.883 4.149 0.156
H -0.817 5.734 -0.454
H 1.558 4.279 0.467
H 2.463 5.377 -1.616
H 0.898 5.830 -2.132
H 1.414 3.979 -4.106
H 2.222 2.522 -3.589
H 2.968 4.023 -3.262
H 1.239 7.132 0.377
H 1.716 6.227 1.622
C 0.384 -2.631 -6.914
C 1.684 -2.992 -6.247
C 2.816 -2.577 -7.286
C 4.170 -2.372 -6.718
C 4.257 -1.466 -5.464
C 3.139 -1.878 -4.393
N 1.842 -2.090 -5.039
O 0.782 -2.218 -4.111
C 3.563 -3.063 -3.581
C 3.164 -0.647 -3.462
C 1.773 -4.523 -5.921
H 0.368 -1.577 -7.188
H -0.478 -2.857 -6.285
H 0.184 -3.030 -7.909
H 2.911 -3.144 -8.212
H 2.558 -1.566 -7.603
H 4.900 -2.172 -7.503
H 4.426 -3.393 -6.436
H 4.028 -0.469 -5.840
H 5.261 -1.415 -5.042
H 2.809 -3.085 -2.794
H 3.601 -4.061 -4.017
H 4.471 -2.938 -2.991
H 4.155 -0.474 -3.043
H 2.910 0.213 -4.082
H 2.451 -0.782 -2.649
H 1.394 -5.116 -6.754
H 1.335 -4.718 -4.942
H 2.790 -4.871 -5.744
H 0.376 -1.351 -4.186

Atomic partial charges in e from the Löwdin method, atoms 1 to 2:
1. C -0.0970
2. O -0.1405

=====

Record 2
The following is a DFT calculation (ωB97M-V with the def2-TZVPD basis set) of a structure of composition C52H143CdClN13O17 in a non-equilibrium geometry.

Computed properties:
Charge: +1

Element x y z (Å)
Cd 2.585 22.524 -10.131
Cl 5.368 18.313 -11.929
O 5.244 19.658 -11.442
O 6.245 18.301 -13.084
O 5.872 17.440 -10.929
O 4.038 17.830 -12.291
C 2.539 25.832 -12.718
C 2.807 24.497 -12.023
C 4.250 24.450 -11.564
O 4.466 23.233 -10.843
C 5.814 22.951 -10.894
N 1.908 24.349 -10.911
H 1.503 25.940 -13.039
H 3.119 25.984 -13.629
H 2.646 26.716 -12.089
H 2.692 23.695 -12.752
H 4.449 25.328 -10.949
H 4.957 24.537 -12.389
H 6.200 22.865 -11.910
H 6.075 22.000 -10.430
H 6.408 23.740 -10.432
H 1.976 25.223 -10.410
H 0.974 24.502 -11.265
C 0.853 20.315 -13.264
C 1.097 21.288 -12.064
C 0.334 20.867 -10.814
O 0.556 21.805 -9.764
C -0.265 21.480 -8.631
N 2.527 21.235 -11.733
H 1.454 20.527 -14.148
H -0.154 20.479 -13.650
H 1.000 19.260 -13.036
H 0.740 22.285 -12.320
H 0.644 19.875 -10.485
H -0.741 20.807 -10.983
H -1.266 21.340 -9.038
H -0.273 22.336 -7.956
H 0.181 20.555 -8.265
H 2.922 20.306 -11.710
H 2.952 21.455 -12.623
C 1.946 17.575 -15.544
C 2.857 18.184 -16.591
C 1.959 18.895 -17.622
O 1.092 17.926 -18.276
C 0.242 18.428 -19.277
N 3.734 19.069 -15.890
H 1.227 18.237 -15.060
H 2.391 17.043 -14.703
H 1.235 16.900 -16.020
H 3.310 17.347 -17.123
H 2.543 19.402 -18.390
H 1.334 19.706 -17.248
H -0.251 19.365 -19.018
H -0.532 17.688 -19.484
H 0.812 18.566 -20.196
H 4.033 18.579 -15.059
H 4.588 19.019 -16.427
C 5.164 22.781 -16.268
C 4.033 22.986 -15.214
C 2.660 23.109 -15.819
O 1.676 22.859 -14.801
C 0.342 22.767 -15.459
N 4.031 21.854 -14.341
H 5.221 23.721 -16.816
H 5.030 22.002 -17.018
H 6.086 22.600 -15.715
H 4.154 23.889 -14.617
H 2.487 22.263 -16.484
H 2.465 24.042 -16.347
H 0.252 21.894 -16.106
H 0.070 23.645 -16.044
H -0.371 22.625 -14.648
H 4.952 21.485 -14.149
H 3.669 21.105 -14.913
C 8.377 11.579 -10.960
C 9.277 12.700 -11.686
C 8.817 14.150 -11.421
O 9.738 15.017 -12.075
C 9.061 16.237 -12.529
N 10.618 12.491 -11.238
H 7.310 11.678 -11.160
H 8.514 11.531 -9.879
H 8.750 10.629 -11.342
H 9.263 12.511 -12.760
H 8.814 14.365 -10.352
H 7.805 14.148 -11.825
H 8.148 16.090 -13.106
H 9.731 16.722 -13.240
H 8.795 16.951 -11.750
H 10.703 12.598 -10.237
H 11.236 13.227 -11.550
C 10.314 21.487 -11.916
C 8.775 21.309 -12.162
C 8.422 20.997 -13.636
O 8.683 22.127 -14.495
C 9.001 21.792 -15.821
N 8.327 20.250 -11.288
H 10.814 22.344 -12.367
H 10.893 20.582 -12.104
H 10.402 21.604 -10.836
H 8.292 22.216 -11.799
H 7.372 20.732 -13.758
H 9.023 20.122 -13.885
H 9.955 21.286 -15.971
H 9.075 22.725 -16.380
H 8.246 21.150 -16.276
H 7.331 20.259 -11.453
H 8.600 19.453 -11.846
C 11.371 17.000 -9.739
C 11.488 16.826 -8.225
C 11.700 18.120 -7.445
O 11.658 17.941 -6.054
C 11.951 19.050 -5.160
N 10.282 16.158 -7.767
H 10.453 17.542 -9.966
H 11.355 16.054 -10.281
H 12.109 17.671 -10.178
H 12.362 16.198 -8.051
H 10.952 18.887 -7.643
H 12.676 18.523 -7.717
H 11.288 19.886 -5.380
H 12.910 19.463 -5.474
H 11.929 18.841 -4.091
H 9.591 16.872 -7.947
H 10.295 16.214 -6.759
C 4.508 13.596 -10.581
C 3.752 14.383 -9.472
C 4.758 14.966 -8.398
O 5.377 13.854 -7.744
C 6.358 14.209 -6.831
N 3.166 15.486 -10.225
H 5.131 14.258 -11.183
H 3.760 13.125 -11.220
H 5.106 12.887 -10.009
H 2.927 13.805 -9.055
H 4.237 15.623 -7.702
H 5.507 15.597 -8.877
H 6.677 13.294 -6.332
H 6.077 14.907 -6.042
H 7.231 14.661 -7.301
H 3.776 16.147 -10.685
H 2.609 15.182 -11.011
C 4.366 23.205 -6.453
C 3.903 22.644 -7.755
C 3.420 21.146 -7.571
O 3.019 20.737 -8.888
C 3.183 19.346 -9.106
N 2.817 23.458 -8.234
H 5.356 22.802 -6.239
H 3.690 22.975 -5.630
H 4.521 24.268 -6.636
H 4.744 22.723 -8.444
H 2.526 21.085 -6.950
H 4.280 20.540 -7.287
H 2.441 18.923 -8.429
H 4.217 19.045 -8.938
H 2.890 19.159 -10.139
H 3.061 24.438 -8.242
H 2.154 23.432 -7.472
C -1.380 17.670 -11.287
C -0.302 16.542 -11.120
C -0.012 15.677 -12.367
O 1.006 14.716 -12.111
C 1.480 14.163 -13.332
N 0.929 17.163 -10.615
H -1.008 18.485 -11.907
H -1.719 18.050 -10.323
H -2.214 17.228 -11.831
H -0.578 15.775 -10.396
H 0.266 16.374 -13.158
H -0.915 15.188 -12.733
H 2.036 14.975 -13.801
H 0.664 13.845 -13.980
H 2.181 13.341 -13.181
H 1.348 17.702 -11.360
H 1.671 16.524 -10.368
C 6.292 16.924 -16.394
C 7.154 18.104 -16.875
C 8.227 17.677 -17.922
O 9.114 16.623 -17.439
C 10.168 16.964 -16.569
N 6.227 19.098 -17.403
H 6.972 16.189 -15.963
H 5.734 16.467 -17.211
H 5.544 17.243 -15.669
H 7.667 18.610 -16.057
H 8.756 18.521 -18.365
H 7.649 17.180 -18.702
H 9.811 17.391 -15.632
H 10.796 17.684 -17.094
H 10.837 16.190 -16.194
H 6.763 19.891 -17.724
H 5.847 18.744 -18.270
C 3.823 10.103 -13.293
C 4.189 10.631 -14.676
C 5.285 11.837 -14.517
O 4.690 12.974 -13.924
C 5.353 14.209 -14.119
N 4.695 9.531 -15.520
H 3.148 9.254 -13.404
H 3.307 10.971 -12.882
H 4.728 9.695 -12.843
H 3.246 10.998 -15.081
H 5.640 12.112 -15.510
H 6.208 11.536 -14.023
H 5.643 14.370 -15.157
H 6.313 14.190 -13.603
H 4.686 14.991 -13.754
H 4.804 9.888 -16.459
H 5.645 9.365 -15.219
C 7.052 20.367 -8.082
C 7.553 18.976 -7.572
C 6.397 18.117 -7.051
O 5.580 18.805 -6.120
C 4.409 18.117 -5.706
N 8.204 18.317 -8.617
H 6.892 21.025 -7.229
H 6.231 20.352 -8.799
H 7.819 20.774 -8.741
H 8.283 19.236 -6.806
H 6.792 17.224 -6.566
H 5.781 17.732 -7.864
H 3.710 17.954 -6.526
H 3.911 18.626 -4.881
H 4.724 17.140 -5.341
H 7.551 17.862 -9.239
H 8.612 19.033 -9.201

Atomic partial charges in e from the Löwdin method, atoms 1 to 2:
1. Cd 1.3964
2. Cl 0.6367

=====

no.,HOMO energy (eV),electronic energy (a.u.),frontier orbital gap (Eh)
1,-8.086,-3721.0827,0.316
2,-9.709,-4685.0874,0.264